Formula: C5H11NO4
Source: the OMol25 dataset
Level of theory: ωB97M-V with the def2-TZVPD basis set

- gap between HOMO and LUMO (eV) = 10.27
- calculated total energy (Ha) = -552.81799
- SMILES = N[C@H]1[C@@H](O)[C@H](O)[C@@H](O)[C@H]1O
- HOMO level (eV) = -9.55

Each atom is followed by the atoms it is bonded to, with distances in Å.
Positions of all 21 atoms, in Å:
1 C -0.68 -0.57 -0.92  C2 1.565, C5 1.542, H8 1.094, N17 1.457
2 C -0.47 0.97 -0.79  C1 1.565, C3 1.542, H9 1.110, O18 1.390
3 C -0.29 1.23 0.72  C2 1.542, C4 1.522, H11 1.090, O19 1.433
4 C 0.43 -0.04 1.17  C3 1.522, C5 1.546, H13 1.139, O20 1.417
5 C -0.39 -1.15 0.48  C1 1.542, C4 1.546, H15 1.120, O21 1.387
6 H 0.97 -0.70 -2.17  N17 1.009
7 H -0.26 -1.58 -2.68  N17 1.007
8 H -1.72 -0.84 -1.17  C1 1.094
9 H -1.37 1.49 -1.19  C2 1.110
10 H 1.04 2.13 -1.10  O18 0.959
11 H -1.23 1.26 1.26  C3 1.090
12 H 0.60 2.54 1.79  O19 1.007
13 H 1.45 -0.08 0.67  C4 1.139
14 H 0.57 -1.01 2.83  O20 0.964
15 H -1.35 -1.16 1.05  C5 1.120
16 H 0.68 -2.47 -0.44  O21 0.987
17 N 0.20 -1.27 -1.84  C1 1.457, H6 1.009, H7 1.007
18 O 0.70 1.31 -1.46  C2 1.390, H10 0.959
19 O 0.47 2.44 0.80  C3 1.433, H12 1.007
20 O 0.45 -0.08 2.59  C4 1.417, H14 0.964
21 O 0.18 -2.41 0.41  C5 1.387, H16 0.987

Here are the Mulliken charges for atoms 1 to 5, given in e: 0.01 -0.08 -0.17 0.15 -0.40